Entry from OMol25: a 16-piece molecular cluster, C59H154N6O31 overall (ωB97M-V with the def2-TZVPD basis set).

Summary:
Highest occupied orbital energy: -8.40 eV
Total charge: 0
Electronic energy: -5000.6250 a.u.

Geometry as XYZ:
```
250
Properties=species:S:1:pos:R:3:forces:R:3:lowdin_charge:R:1
C 8.061 9.544 2.192 -1.29 -0.33 -0.69 -0.08
O 6.730 10.118 2.482 1.98 -1.06 0.73 -0.19
C 6.335 9.817 3.837 -0.80 -0.32 -0.84 -0.22
C 5.811 8.378 4.066 0.79 0.78 -1.98 -0.21
N 4.837 7.959 3.007 -0.17 -0.27 2.00 -0.04
C 4.349 6.596 3.308 0.04 0.65 -1.33 -0.20
C 3.218 6.191 2.366 0.17 -0.97 -0.03 -0.21
O 3.697 5.801 1.070 0.06 0.66 0.10 -0.19
C 2.612 5.395 0.280 -0.32 0.32 -0.83 -0.14
H 8.046 8.455 2.135 -0.48 -0.32 0.27 0.07
H 8.880 9.753 2.880 -0.32 0.74 0.28 0.08
H 8.328 9.809 1.169 -0.05 0.56 0.20 0.08
H 5.491 10.469 4.062 0.20 0.33 -0.11 0.12
H 7.170 10.012 4.510 0.00 0.08 0.19 0.11
H 5.409 8.410 5.079 -0.42 -0.47 -0.17 0.12
H 6.693 7.737 4.037 0.10 -0.49 0.33 0.10
H 5.237 7.959 2.079 0.35 0.28 0.07 0.10
H 4.082 6.548 4.364 -0.38 -0.03 -0.15 0.12
H 5.116 5.841 3.130 0.40 -0.22 0.20 0.11
H 2.444 6.947 2.234 -0.03 0.17 0.30 0.12
H 2.810 5.236 2.697 -0.59 0.20 0.84 0.11
H 3.006 4.999 -0.655 -0.03 -0.40 0.25 0.09
H 1.922 6.181 -0.030 0.31 0.93 0.04 0.08
H 1.884 4.749 0.771 0.53 -0.86 0.32 0.08
C -8.341 8.372 -2.800 -0.57 1.13 0.68 -0.12
O -8.930 7.869 -1.596 0.08 -1.18 -0.92 -0.19
C -8.220 6.751 -1.073 -0.14 0.11 0.48 -0.22
C -8.975 6.009 0.088 2.37 2.17 0.05 -0.16
N -8.818 6.730 1.373 -0.89 0.27 0.00 -0.07
C -9.411 6.014 2.473 -0.47 0.42 0.77 -0.24
C -9.314 6.728 3.822 0.14 -0.40 -0.41 -0.22
O -7.968 6.575 4.292 0.09 1.15 0.06 -0.21
C -7.664 7.206 5.552 -0.98 -0.32 -0.64 -0.09
H -8.080 7.720 -3.633 -0.40 -0.86 0.34 0.08
H -7.426 8.923 -2.581 0.19 0.14 0.22 0.08
H -9.091 9.082 -3.147 0.21 0.08 -0.24 0.09
H -7.240 7.153 -0.818 0.29 -0.24 0.86 0.11
H -7.972 6.001 -1.824 -0.48 -0.09 -0.52 0.11
H -8.424 5.074 0.194 -0.61 -0.69 -0.34 0.11
H -10.026 5.958 -0.195 0.07 -0.41 0.23 0.12
H -7.881 6.983 1.655 0.37 -0.17 -0.71 0.11
H -8.980 5.029 2.651 -0.01 -0.50 -0.23 0.12
H -10.482 5.931 2.286 -0.12 -0.34 -0.15 0.12
H -10.035 6.279 4.505 0.13 -0.48 0.35 0.11
H -9.706 7.738 3.702 0.77 0.58 0.04 0.12
H -7.881 8.272 5.616 -0.18 0.22 -0.56 0.08
H -6.596 7.118 5.752 -0.18 -0.49 0.08 0.08
H -8.331 6.731 6.271 0.47 -0.13 0.60 0.08
C 12.714 7.365 3.686 0.77 0.88 0.59 -0.15
O 12.585 6.696 2.484 -1.47 -0.20 -0.27 -0.18
C 11.653 5.627 2.579 0.34 -1.03 -1.03 -0.23
C 11.231 5.239 1.134 0.60 -0.77 1.20 -0.18
N 10.366 4.021 1.119 0.83 1.38 -0.01 -0.06
C 8.944 4.279 0.910 0.16 -1.72 0.30 -0.21
C 8.175 3.072 0.278 0.87 1.73 -0.85 -0.19
O 8.709 2.875 -1.064 -0.79 -0.80 0.86 -0.19
C 7.985 1.890 -1.805 -0.53 0.20 0.34 -0.12
H 11.842 7.935 4.008 -0.40 0.14 -0.35 0.08
H 13.541 8.057 3.527 0.00 0.10 0.34 0.09
H 12.938 6.723 4.537 0.29 -0.41 0.00 0.08
H 10.737 5.740 3.158 -0.03 0.99 0.29 0.12
H 12.203 4.838 3.092 -0.16 -0.60 -0.18 0.12
H 12.177 5.101 0.610 -0.11 -0.39 -0.28 0.11
H 10.806 6.144 0.700 -0.54 -0.16 -0.20 0.11
H 10.778 3.273 0.579 -0.39 0.27 -0.31 0.10
H 8.765 5.199 0.354 -0.05 -0.08 -0.38 0.11
H 8.501 4.408 1.897 -0.31 0.19 0.12 0.10
H 7.145 3.427 0.271 -0.35 -0.17 -0.47 0.11
H 8.178 2.161 0.877 0.49 -0.14 0.00 0.12
H 8.488 1.653 -2.742 0.13 0.28 0.18 0.09
H 6.961 2.207 -2.003 -0.08 0.59 -0.37 0.08
H 7.779 0.960 -1.276 0.71 -0.26 0.47 0.08
C -4.714 -13.693 1.121 -0.12 -1.63 -0.82 -0.17
O -5.116 -12.445 1.470 -0.16 2.71 1.00 -0.18
C -4.119 -11.619 2.108 -1.09 0.19 1.29 -0.17
C -4.611 -10.146 2.298 0.19 -2.34 -0.84 -0.23
N -4.569 -9.590 1.033 1.37 2.42 -3.26 -0.12
C -4.950 -8.192 1.050 -0.39 0.30 -1.57 -0.18
C -4.901 -7.579 -0.395 0.56 0.35 0.67 -0.23
O -5.975 -7.876 -1.246 -0.38 -0.66 -0.20 -0.20
C -5.645 -7.709 -2.631 0.15 0.27 1.29 -0.10
H -5.494 -14.157 0.518 -0.26 0.20 -0.10 0.09
H -4.624 -14.374 1.968 0.61 0.01 0.28 0.09
H -3.845 -13.677 0.462 0.52 -0.13 0.25 0.09
H -3.181 -11.686 1.557 -0.01 0.39 -0.22 0.12
H -3.905 -11.907 3.137 -0.09 -0.99 0.13 0.11
H -3.884 -9.631 2.926 -0.33 -0.01 0.40 0.13
H -5.665 -10.015 2.540 -0.09 -0.72 1.76 0.12
H -5.180 -10.039 0.366 -0.05 -0.44 0.14 0.12
H -4.283 -7.591 1.668 0.24 -0.14 0.03 0.12
H -5.931 -8.154 1.522 -0.52 0.71 -0.13 0.11
H -3.960 -7.896 -0.844 0.21 -0.53 -0.03 0.11
H -4.800 -6.494 -0.401 -0.09 0.37 0.63 0.11
H -6.608 -7.696 -3.142 0.41 -0.32 -0.34 0.09
H -4.906 -8.456 -2.921 -0.43 -0.51 -0.37 0.09
H -5.108 -6.774 -2.788 -0.25 0.50 0.00 0.08
C 9.730 -9.353 -4.305 0.39 1.48 0.38 -0.08
O 9.483 -8.153 -5.096 -0.04 -1.21 0.65 -0.19
C 9.405 -6.949 -4.347 -0.76 0.27 -0.41 -0.23
C 8.030 -6.665 -3.702 0.57 -1.19 -0.75 -0.21
N 6.949 -6.707 -4.708 0.78 0.71 0.01 -0.05
C 5.682 -6.623 -4.050 -1.26 -0.12 0.14 -0.24
C 4.435 -6.622 -4.955 0.28 -0.45 -1.13 -0.19
O 4.396 -7.874 -5.686 -0.51 -0.48 1.03 -0.21
C 3.132 -8.158 -6.296 0.69 0.97 -0.87 -0.11
H 10.465 -9.095 -3.542 0.42 0.02 0.03 0.07
H 10.163 -10.148 -4.911 -0.40 0.23 -0.25 0.09
H 8.886 -9.690 -3.702 -0.49 -0.09 -0.51 0.08
H 9.568 -6.151 -5.071 0.10 -0.04 -0.13 0.12
H 10.203 -6.880 -3.608 0.07 -0.18 0.24 0.11
H 8.137 -5.725 -3.160 -0.42 0.38 -0.39 0.12
H 7.842 -7.400 -2.920 -0.06 -0.38 0.32 0.10
H 6.967 -7.583 -5.212 0.45 -0.11 -0.15 0.11
H 5.724 -5.739 -3.414 -0.45 0.12 0.01 0.12
H 5.551 -7.495 -3.409 -0.17 -0.18 0.54 0.11
H 4.436 -5.826 -5.700 0.41 0.32 -0.10 0.12
H 3.485 -6.484 -4.438 0.13 -0.18 0.66 0.11
H 3.100 -7.492 -7.158 -0.53 0.13 -0.26 0.08
H 2.235 -7.983 -5.702 0.22 0.13 0.55 0.08
H 3.054 -9.164 -6.709 0.59 -0.14 0.41 0.08
C -3.697 -0.417 -1.458 0.41 -0.72 -0.52 -0.03
C -2.576 0.585 -1.252 -0.83 1.77 0.68 -0.49
C -2.392 0.711 0.261 1.22 -0.93 1.85 -0.15
C -1.584 -0.432 0.936 -0.42 0.51 -0.55 -0.19
C -0.281 -0.564 0.221 0.41 -1.37 -1.71 -0.14
C -0.409 -0.765 -1.362 1.32 -0.69 0.28 -0.42
N -1.311 0.245 -1.937 -0.04 0.74 2.31 -0.13
O -1.505 0.229 -3.317 0.24 -0.55 -0.33 -0.01
C 1.064 -0.604 -1.968 -0.70 -1.06 0.25 -0.03
C -0.799 -2.256 -1.669 -0.26 -0.14 -0.73 -0.05
C -2.975 2.085 -1.678 0.46 -2.08 -0.50 -0.02
H -3.901 -0.567 -2.518 -0.24 0.15 -0.02 0.08
H -4.603 -0.193 -0.895 0.02 0.25 -0.20 0.09
H -3.324 -1.375 -1.095 -0.22 -0.14 0.08 0.06
H -1.833 1.581 0.607 -0.06 0.55 -0.67 0.12
H -3.339 0.753 0.799 -0.32 0.21 -0.48 0.12
H -2.148 -1.364 0.953 0.05 -0.12 -0.03 0.11
H -1.291 -0.184 1.957 -0.62 0.09 0.23 0.11
H 0.185 -1.497 0.536 0.25 -0.09 0.09 0.12
H 0.427 0.207 0.525 -0.17 0.40 -0.45 0.11
H 1.088 -0.484 -3.051 -0.29 0.90 0.04 0.07
H 1.722 0.045 -1.391 -0.37 0.58 -0.37 0.07
H 1.584 -1.562 -1.933 -0.17 -0.33 0.54 0.06
H -1.684 -2.718 -1.229 -0.23 0.65 0.42 0.06
H -0.971 -2.349 -2.741 -0.06 0.21 -0.24 0.07
H -0.025 -3.002 -1.486 0.43 0.42 0.34 0.07
H -3.410 2.069 -2.678 0.25 0.14 -0.18 0.07
H -1.986 2.545 -1.669 -0.37 0.70 -0.03 0.08
H -3.722 2.551 -1.036 0.34 -0.12 0.32 0.08
H -0.987 0.996 -3.572 0.00 0.08 -0.47 0.10
C 3.913 -8.061 3.226 -0.18 -0.72 -1.48 -0.28
C 3.936 -7.630 1.761 -0.85 0.56 -0.78 -0.22
O 2.985 -6.562 1.495 0.78 -0.34 0.33 -0.08
O 4.339 -7.113 4.143 -0.30 0.45 0.69 -0.04
H 4.398 -9.033 3.317 0.68 -0.05 0.08 0.11
H 2.875 -8.342 3.404 -0.24 0.50 0.52 0.12
H 3.630 -8.426 1.082 0.09 -0.69 0.38 0.11
H 4.892 -7.325 1.337 0.19 0.36 0.55 0.12
H 2.130 -6.983 1.609 -0.24 0.24 0.00 0.07
H 5.194 -6.734 3.928 0.15 -0.22 -0.28 0.09
C 2.450 -0.339 7.374 0.67 -0.66 0.83 -0.26
C 2.768 1.087 6.947 -0.69 -1.96 -0.33 -0.25
O 1.546 1.768 6.828 0.17 1.22 0.31 -0.06
O 1.749 -1.134 6.417 0.38 0.56 -0.03 -0.06
H 1.879 -0.385 8.301 -0.22 0.43 -0.04 0.12
H 3.384 -0.846 7.616 0.31 -0.06 0.02 0.11
H 3.270 1.012 5.983 0.24 0.23 -0.24 0.11
H 3.485 1.472 7.672 -0.52 0.69 0.09 0.12
H 0.952 1.212 6.319 -0.03 -0.19 -0.12 0.08
H 2.470 -1.548 5.938 -0.33 -0.28 -0.53 0.08
C -3.789 2.010 7.794 0.27 0.23 0.96 -0.26
C -3.043 1.524 9.049 0.27 0.14 -1.03 -0.23
O -1.908 2.389 9.289 -1.12 -0.88 0.10 -0.07
O -3.024 1.824 6.619 0.49 -0.42 0.05 -0.07
H -3.870 3.082 7.971 -0.68 0.15 -0.06 0.12
H -4.746 1.494 7.716 -0.22 0.14 0.02 0.11
H -2.735 0.489 8.903 0.31 -0.14 -0.08 0.11
H -3.738 1.491 9.888 0.22 0.55 0.15 0.12
H -1.487 2.392 8.426 0.50 0.21 -0.12 0.07
H -3.400 2.365 5.921 0.00 0.05 -0.03 0.08
C 7.143 -2.892 3.512 -0.27 0.40 -1.01 -0.23
C 5.800 -2.640 2.768 1.92 -0.11 0.24 -0.27
O 4.763 -2.979 3.579 -2.30 0.04 1.49 -0.05
O 7.419 -4.299 3.608 0.00 0.82 -0.03 -0.07
H 7.168 -2.417 4.492 -0.69 -0.15 0.30 0.11
H 7.956 -2.367 3.010 0.16 -0.18 -0.61 0.11
H 5.721 -3.156 1.811 0.49 -0.18 -0.16 0.12
H 5.706 -1.574 2.562 0.10 0.10 0.04 0.12
H 4.617 -3.918 3.715 0.35 -0.14 -0.33 0.09
H 8.343 -4.288 3.867 0.10 -0.66 0.10 0.08
C -9.332 -2.379 -2.996 0.07 0.23 0.52 -0.26
C -10.158 -3.603 -3.323 0.97 -0.26 -0.26 -0.24
O -10.027 -4.586 -2.310 -1.04 -0.13 0.81 -0.07
O -9.617 -1.851 -1.706 -0.01 0.12 -0.48 -0.06
H -9.438 -1.573 -3.723 -0.34 -0.03 -0.01 0.12
H -8.283 -2.673 -3.046 0.33 -0.11 0.02 0.11
H -9.759 -3.987 -4.261 -0.23 -0.10 -0.35 0.11
H -11.224 -3.401 -3.435 0.08 0.01 0.19 0.12
H -9.191 -5.043 -2.192 0.30 0.41 -0.65 0.09
H -9.496 -2.582 -1.096 -0.10 -0.13 0.24 0.07
C -7.105 -2.331 3.256 -1.15 0.48 0.16 -0.23
C -8.200 -1.748 4.202 0.87 -0.44 -0.24 -0.22
O -8.419 -2.727 5.222 0.14 0.09 0.00 -0.08
O -7.762 -3.328 2.488 0.43 -0.15 -0.63 -0.08
H -6.193 -2.721 3.708 -0.27 -0.14 0.74 0.11
H -6.724 -1.575 2.569 -0.43 0.14 -0.20 0.11
H -9.104 -1.654 3.600 -0.02 0.08 -0.21 0.11
H -7.994 -0.764 4.622 0.42 -0.01 0.09 0.11
H -8.954 -2.339 5.918 -0.08 -0.04 -0.01 0.08
H -8.261 -3.905 3.072 0.08 -0.03 0.26 0.08
C 3.420 3.042 -6.985 -1.12 0.19 -0.67 -0.23
C 1.916 3.224 -7.344 0.61 0.54 -0.71 -0.26
O 1.143 3.442 -6.196 -0.10 -0.01 1.14 -0.07
O 3.945 4.254 -6.427 -0.33 -1.20 0.24 -0.06
H 4.028 2.803 -7.857 -0.28 0.05 -0.20 0.11
H 3.486 2.180 -6.321 0.23 0.09 0.38 0.11
H 1.451 2.406 -7.894 0.56 -0.42 -0.23 0.11
H 1.824 4.118 -7.960 0.30 0.04 -0.34 0.11
H 0.406 4.008 -6.437 -0.03 -0.01 0.11 0.09
H 3.744 4.115 -5.499 0.11 0.72 0.30 0.08
C -3.248 6.637 2.134 0.46 -0.20 -0.11 -0.25
C -3.537 6.172 3.568 -0.64 1.08 -0.77 -0.24
O -4.579 5.231 3.537 -0.22 -0.92 0.22 -0.06
O -4.287 7.424 1.594 -0.79 0.35 0.45 -0.07
H -3.164 5.753 1.502 0.31 -0.36 0.14 0.11
H -2.324 7.211 2.059 0.33 -0.11 0.34 0.11
H -3.918 6.999 4.168 0.54 0.46 0.00 0.12
H -2.640 5.776 4.044 0.03 -0.18 -0.14 0.12
H -5.373 5.649 3.879 -0.17 -0.09 -0.17 0.06
H -3.992 7.803 0.763 0.02 -0.05 0.02 0.08
C -1.888 -3.607 -9.522 0.23 -1.07 -0.43 -0.28
C -1.342 -3.288 -8.130 -1.60 0.86 -0.21 -0.19
O -2.465 -2.764 -7.346 0.48 -0.32 -0.83 -0.09
O -2.170 -2.490 -10.321 -0.34 1.05 0.44 -0.06
H -2.821 -4.170 -9.525 0.21 -0.67 0.58 0.12
H -1.144 -4.119 -10.132 0.16 -0.53 0.49 0.12
H -0.637 -2.494 -8.374 0.44 0.00 0.67 0.12
H -0.933 -4.140 -7.588 0.30 -0.02 -0.37 0.11
H -2.162 -2.359 -6.530 0.25 0.01 -0.02 0.07
H -2.994 -2.187 -9.934 -0.14 0.72 -0.30 0.08
C -4.245 3.405 -7.796 -0.73 -0.11 1.71 -0.23
C -5.649 3.794 -7.308 0.76 0.18 -0.42 -0.27
O -6.253 4.726 -8.155 -0.47 1.08 -0.47 -0.06
O -3.318 4.508 -7.671 -0.76 -1.20 -0.63 -0.06
H -4.289 2.898 -8.759 0.32 0.35 -0.30 0.12
H -3.997 2.654 -7.045 0.78 -0.12 -0.13 0.11
H -5.494 4.294 -6.352 -0.21 -0.02 0.07 0.12
H -6.319 2.944 -7.179 0.25 -0.38 0.15 0.12
H -6.572 4.309 -8.959 0.02 -0.16 0.03 0.09
H -3.483 5.039 -8.454 0.08 0.38 0.01 0.08
```
Positions in Å, forces in eV/Å.

---

Entry from OMol25: one molecule with the formula C22H20F2N2O3 (ωB97M-V with the def2-TZVPD basis set).

Summary:
Highest occupied orbital energy: -8.42 eV
Total charge: 0
Electronic energy: -1385.2880 a.u.
SMILES: O=C(NC1CCN(Cc2ccc(F)cc2)CC1)c1cc(=O)c2ccc(F)cc2o1

Geometry as XYZ:
```
49
Properties=species:S:1:pos:R:3:forces:R:3:nbo_charge:R:1
O 2.576 -2.543 0.877 0.57 -1.55 -0.07 -0.59
C 1.381 -2.498 0.677 1.04 4.31 0.30 0.62
N 0.878 -1.237 0.326 -0.69 -2.41 0.13 -0.60
C 1.598 0.017 0.252 0.02 0.20 -0.23 -0.06
C 1.401 0.665 -1.116 1.63 0.27 0.14 -0.42
C 2.051 2.076 -1.118 -1.48 0.02 0.55 -0.22
N 1.485 2.901 -0.011 0.61 1.22 -0.73 -0.46
C 0.136 3.514 -0.243 1.38 -0.36 -0.13 -0.23
C 0.096 4.411 -1.478 0.28 0.09 -0.18 -0.03
C 0.962 5.520 -1.654 -0.76 0.07 -0.40 -0.19
C 0.855 6.339 -2.808 -0.12 -0.12 -0.32 -0.28
C -0.092 6.024 -3.798 -0.54 -1.10 0.80 0.39
F -0.282 6.727 -4.954 0.64 -0.11 0.95 -0.33
C -0.924 4.913 -3.616 0.01 0.06 -0.41 -0.27
C -0.849 4.127 -2.466 0.92 0.57 -0.41 -0.21
C 1.751 2.317 1.306 -0.85 -0.55 -1.13 -0.21
C 1.088 0.934 1.359 -0.78 0.09 0.85 -0.41
C 0.469 -3.604 0.975 -0.63 -3.39 -0.46 0.25
C 0.886 -4.929 0.986 -0.81 3.11 -0.13 -0.28
C -0.051 -5.998 1.310 0.66 -0.38 0.28 0.48
O 0.366 -7.135 1.394 -0.23 -0.65 -0.03 -0.55
C -1.437 -5.615 1.605 0.62 1.69 -0.65 -0.21
C -2.393 -6.537 2.004 -0.85 -0.01 0.07 -0.13
C -3.696 -6.104 2.287 -0.01 -0.77 0.47 -0.29
C -4.007 -4.743 2.281 0.84 -0.28 -0.34 0.43
F -5.231 -4.333 2.736 1.30 -0.19 -0.67 -0.31
C -3.039 -3.827 1.843 -0.77 0.76 0.42 -0.32
C -1.750 -4.218 1.475 -1.16 -2.29 1.09 0.34
O -0.856 -3.259 1.152 0.82 0.26 -0.12 -0.44
H -0.118 -1.170 0.273 -0.46 0.16 -0.11 0.39
H 2.669 -0.117 0.386 0.03 -0.54 0.18 0.23
H 1.852 0.086 -1.935 -0.13 -0.17 0.34 0.22
H 0.353 0.727 -1.302 -0.94 0.28 -0.31 0.19
H 1.803 2.515 -2.087 0.14 0.34 0.20 0.21
H 3.151 2.047 -1.038 -0.44 -0.13 0.16 0.20
H -0.116 4.178 0.586 0.18 -0.34 0.41 0.21
H -0.634 2.732 -0.308 -0.18 0.26 -0.12 0.17
H 1.678 5.779 -0.858 -0.30 -0.22 -0.56 0.23
H 1.507 7.202 -2.983 -0.21 -0.37 0.29 0.23
H -1.596 4.609 -4.421 0.12 0.31 0.24 0.23
H -1.449 3.233 -2.398 -0.20 -0.01 0.10 0.21
H 2.827 2.193 1.466 0.02 0.18 -0.18 0.20
H 1.371 2.978 2.076 -0.11 0.11 0.17 0.21
H 1.280 0.466 2.338 -0.09 -0.01 -0.26 0.22
H -0.037 1.040 1.269 1.06 -0.05 0.06 0.19
H 1.921 -5.163 0.760 -0.18 0.06 0.19 0.26
H -2.124 -7.611 2.114 -0.14 1.04 -0.24 0.25
H -4.434 -6.857 2.591 0.20 0.55 -0.07 0.24
H -3.274 -2.770 1.888 -0.02 -0.02 -0.12 0.24
```
Positions in Å, forces in eV/Å.

---

Q: Which formula does entry 1 have?
A: C59H154N6O31

---

Q: Among the records above, which one has the highest highest occupied orbital energy?
A: C59H154N6O31